Entry 1:
65
Properties=species:S:1:pos:R:3 method="wB97M-V/def2-TZVPD" molar_mass_g_mol=633.9 multiplicity=5 homo_ev="-14.175 / -14.171" s2=6.004 total_charge=+2 lumo_energy_ha="-0.24084 / -0.23998"
Ho -0.440 -1.281 1.332
O 1.301 -0.675 3.153
N 1.159 0.200 2.030
C 2.068 1.087 1.863
C 2.106 1.857 0.638
C 3.348 2.316 0.302
C 3.599 2.977 -0.921
C 2.529 3.218 -1.738
C 1.246 2.643 -1.411
C 1.018 2.020 -0.237
P -0.632 1.393 0.180
C -1.114 2.398 1.711
C -0.407 3.401 2.263
C -0.908 4.069 3.350
C -2.202 3.783 3.864
C -2.904 2.759 3.269
C -2.364 2.068 2.188
C -1.830 1.955 -1.053
C -2.659 1.057 -1.694
C -3.609 1.448 -2.602
C -3.713 2.788 -2.877
C -2.923 3.727 -2.187
C -1.956 3.313 -1.321
H 0.988 -0.133 3.914
H 2.950 1.153 2.546
H 4.224 2.092 0.912
H 4.628 3.270 -1.160
H 2.594 3.794 -2.711
H 0.450 2.841 -2.152
H 0.653 3.628 1.956
H -0.374 4.870 3.715
H -2.559 4.367 4.668
H -3.844 2.475 3.649
H -2.959 1.341 1.607
H -2.643 -0.029 -1.470
H -4.147 0.664 -3.159
H -4.432 3.097 -3.621
H -3.091 4.739 -2.345
H -1.292 4.014 -0.794
Cl -3.121 -1.481 1.129
C -2.286 -1.592 2.839
H -2.653 -2.566 3.118
H -2.716 -0.735 3.421
C -0.019 -1.774 -1.766
C 1.397 -2.128 -1.322
N 1.722 -3.513 -1.010
C 2.468 -4.341 -1.999
C 1.541 -5.062 -2.988
C 1.349 -4.040 0.214
C 1.628 -5.501 0.422
N 0.605 -3.341 1.029
H -0.163 -0.715 -1.949
H -0.769 -2.174 -1.071
H -0.197 -2.192 -2.737
H 1.734 -1.539 -0.421
H 2.013 -1.844 -2.171
H 3.051 -5.018 -1.460
H 3.126 -3.611 -2.519
H 0.867 -5.760 -2.449
H 2.113 -5.741 -3.574
H 0.932 -4.392 -3.646
H 1.426 -6.072 -0.467
H 0.935 -5.934 1.142
H 2.661 -5.720 0.686
H 0.498 -3.914 1.891

---

Entry 2:
64
Properties=species:S:1:pos:R:3 method="wB97M-V/def2-TZVPD" molar_mass_g_mol=434.6 relative_energy_kj_mol=93.86 homo_ev=-10.348 total_charge=+1 lumo_energy_ha=-0.15225
C -3.267 -1.407 -3.501
O -3.275 -0.447 -2.471
C -2.662 0.769 -2.788
C -2.317 1.156 -4.082
C -1.764 2.395 -4.324
C -1.557 3.287 -3.294
C -1.891 2.955 -1.983
O -1.757 3.817 -0.889
C -1.260 5.103 -1.183
C -2.421 1.675 -1.736
N -2.779 1.321 -0.394
C -2.341 0.246 0.361
C -1.175 -0.580 0.074
C -1.033 -1.830 0.761
C 0.168 -2.449 0.910
C 0.408 -3.556 1.792
C 1.716 -3.813 2.240
C 1.953 -4.781 3.187
C 0.904 -5.529 3.696
C -0.388 -5.310 3.249
C -0.640 -4.336 2.313
O -0.280 -0.177 -0.687
N -3.059 0.276 1.545
C -2.911 -0.557 2.735
C -3.905 1.368 1.522
C -3.732 2.012 0.342
H -3.667 -2.340 -3.104
H -3.900 -1.076 -4.324
H -2.246 -1.576 -3.843
H -2.498 0.486 -4.903
H -1.516 2.681 -5.334
H -1.133 4.252 -3.503
H -1.217 5.674 -0.255
H -0.253 5.032 -1.596
H -1.931 5.611 -1.878
H -1.887 -2.234 1.268
H 1.017 -1.992 0.434
H 2.522 -3.200 1.871
H 2.955 -4.943 3.549
H 1.095 -6.284 4.441
H -1.199 -5.901 3.642
H -1.646 -4.169 1.971
H -3.339 -0.051 3.597
H -3.443 -1.496 2.600
H -1.859 -0.743 2.935
H -4.527 1.679 2.346
H -4.187 2.942 0.039
C 4.107 0.450 -1.885
C 3.732 1.067 -0.546
C 4.884 1.905 0.064
C 4.892 1.593 1.570
C 4.110 0.278 1.731
N 3.405 0.006 0.455
H 4.383 1.213 -2.615
H 4.960 -0.219 -1.767
H 3.282 -0.135 -2.296
H 2.844 1.710 -0.670
H 5.835 1.612 -0.395
H 4.757 2.978 -0.130
H 5.916 1.507 1.958
H 4.414 2.399 2.140
H 4.797 -0.555 1.919
H 3.415 0.314 2.579
H 2.389 -0.079 0.546